{"formula": "C3H12N4O", "method": "the ωB97M-V functional and the def2-TZVPD basis", "elements": ["N", "C", "N", "N", "H", "H", "H", "H", "H", "N", "C", "C", "O", "H", "H", "H", "H", "H", "H", "H"], "xyz": [[0.270098, 0.728130, 1.558012], [1.289523, 1.450781, 1.251593], [2.379981, 1.709210, 2.068863], [1.302637, 2.040799, 0.011522], [0.388397, 0.375844, 2.496427], [2.548964, 0.987764, 2.743868], [3.223414, 1.976669, 1.588984], [2.198273, 2.367292, -0.306752], [0.752659, 1.533161, -0.664721], [0.495182, -1.052173, -1.004247], [-0.722098, -1.736723, -1.435850], [-1.947483, -1.097467, -0.830372], [-3.074655, -1.724528, -1.449245], [1.301576, -1.645314, -1.089257], [0.472408, -0.842372, -0.006550], [-0.735690, -2.793445, -1.139541], [-0.773207, -1.706506, -2.523267], [-1.966771, -0.020129, -1.023936], [-1.957442, -1.245148, 0.252422], [-3.861916, -1.504864, -0.938684]], "atomic_forces_ev_per_a": [[0.44, 0.14, 0.16], [-0.68, -0.53, -0.42], [-0.02, 0.22, -0.19], [0.40, 0.26, 0.28], [-0.15, -0.16, 0.34], [0.00, -0.07, 0.25], [0.07, 0.05, 0.01], [-0.05, -0.02, -0.25], [-0.01, -0.01, -0.10], [0.09, 0.39, 0.44], [0.34, -0.34, 0.29], [-0.27, 0.11, -0.36], [-0.10, 0.04, 0.26], [0.23, -0.30, -0.44], [-0.39, 0.18, -0.08], [-0.03, -0.02, -0.09], [-0.17, 0.06, -0.06], [0.12, 0.01, 0.03], [0.04, 0.00, 0.03], [0.12, -0.02, -0.12]], "e_above_lowest_kj_mol": 79.7, "homo_lumo_gap_ev": 9.70, "smiles": "N=C(N)N.NCCO", "lumo_energy_ev": 0.7, "largest_force_ev_per_a": 0.95, "e_tot_ha": -415.766527}

{"formula": "C3H12N6O3", "method": "the ωB97M-V functional and the def2-TZVPD basis", "elements": ["N", "C", "N", "O", "H", "H", "H", "H", "N", "C", "N", "O", "H", "H", "H", "H", "N", "C", "N", "O", "H", "H", "H", "H"], "xyz": [[2.135589, 3.990290, -3.270150], [3.415803, 4.162571, -3.139105], [3.835870, 3.871113, -1.978319], [4.211376, 4.641346, -3.937713], [1.783613, 4.369584, -4.137531], [1.619656, 3.246813, -2.821626], [3.211706, 3.370842, -1.361666], [4.832253, 3.976766, -1.851209], [-4.417999, -4.538237, 0.858139], [-3.368301, -3.668834, 1.015897], [-3.223607, -2.984012, -0.150200], [-2.776215, -3.475497, 2.080191], [-4.572751, -4.957945, 1.763674], [-5.031965, -4.746024, 0.083560], [-4.019407, -2.880155, -0.763403], [-2.510204, -2.273283, -0.227858], [0.808445, -0.736988, 1.204200], [0.856022, 0.206152, 2.163229], [0.154139, -0.202002, 3.240914], [1.434705, 1.226563, 2.128810], [0.623652, -1.686281, 1.495362], [1.346147, -0.409486, 0.414427], [-0.540921, -0.930334, 3.160196], [0.192394, 0.427038, 4.030181]], "atomic_forces_ev_per_a": [[-4.36, 0.00, -2.25], [2.58, 1.63, -2.47], [1.99, -1.86, 5.28], [-0.51, 0.50, -1.41], [-0.31, -0.45, 0.10], [0.17, 0.33, -0.11], [0.74, 0.22, 0.47], [-0.32, -0.39, 0.43], [0.23, -0.95, 2.40], [-1.14, 0.86, -0.24], [1.23, 1.10, -0.76], [-0.27, -0.61, -1.50], [-0.67, -0.42, -0.39], [0.60, 0.31, 0.12], [0.31, -0.12, 0.18], [-0.21, -0.09, 0.20], [0.25, 0.25, -1.53], [-1.87, -2.80, 1.36], [-0.58, 0.03, 1.57], [2.06, 3.46, -0.74], [0.39, 0.14, -0.71], [-0.02, -1.14, -0.23], [0.08, 0.32, 0.32], [-0.39, -0.35, -0.09]], "e_above_lowest_kj_mol": 111.1, "homo_lumo_gap_ev": 9.89, "smiles": "NC(N)=O.NC(N)=O.NC(N)=O", "lumo_energy_ev": 0.4, "largest_force_ev_per_a": 5.94, "e_tot_ha": -675.834866}

{"formula": "C3H12N6O3Rb", "method": "the ωB97M-V functional and the def2-TZVPD basis", "elements": ["Rb", "C", "O", "N", "N", "H", "H", "H", "H", "C", "O", "N", "N", "H", "H", "H", "H", "C", "O", "N", "N", "H", "H", "H", "H"], "xyz": [[-0.878443, 0.500304, 0.458689], [2.933107, 0.629664, 0.224639], [1.973427, -0.079136, 0.493389], [3.490117, 0.574314, -0.922131], [3.444457, 1.472814, 0.987459], [4.215507, 1.214594, -1.211871], [3.267207, -0.200266, -1.530771], [2.767057, 1.759444, 1.679609], [3.954367, 2.110864, 0.393339], [-1.935233, 2.162084, -2.670401], [-0.947963, 1.653134, -2.164711], [-2.351683, 3.232834, -2.047531], [-2.646643, 1.864774, -3.737221], [-2.781613, 3.909934, -2.661371], [-1.884773, 3.450404, -1.178751], [-2.540033, 1.028804, -4.293901], [-3.307193, 2.564904, -4.043131], [-0.915563, -3.014176, 2.623079], [-0.825813, -1.861496, 2.169849], [-1.265203, -3.953466, 1.846559], [-0.714053, -3.363296, 3.819609], [-1.021803, -4.774106, 2.382669], [-1.046653, -3.739396, 0.884009], [-0.820283, -4.341726, 4.046509], [-0.162303, -2.801806, 4.452379]], "atomic_forces_ev_per_a": [[-0.06, 0.12, -0.33], [-0.83, -2.46, -2.17], [-2.87, -1.97, 1.14], [1.33, -1.55, -4.71], [1.20, 4.16, 4.10], [-0.06, -0.29, -0.10], [0.12, 0.25, -0.15], [0.80, 0.85, 0.52], [0.28, 1.02, 1.46], [1.19, 0.12, 0.64], [1.39, -3.10, 0.26], [-1.94, 2.92, 0.81], [-0.65, -0.95, -1.79], [-0.18, 0.62, 1.05], [-0.07, 0.62, -0.70], [0.29, 0.32, 0.12], [-0.11, -0.56, -0.12], [-0.17, 2.12, -0.36], [0.71, 2.63, -0.49], [-0.85, -2.58, -2.50], [1.41, -0.13, 5.00], [-0.30, -1.28, -2.02], [-0.36, -1.17, -0.31], [0.10, 0.23, 0.50], [-0.37, 0.07, 0.16]], "spin_multiplicity": 2, "charge": 2, "e_above_lowest_kj_mol": 107.6, "homo_lumo_gap_ev": [9.45, 2.81], "lumo_energy_ev": [-5.7, -12.4], "largest_force_ev_per_a": 5.96, "s_squared": 0.758, "e_tot_ha": -699.280533}

{"formula": "C3H12NO", "method": "the ωB97M-V functional and the def2-TZVPD basis", "elements": ["C", "N", "H", "H", "H", "H", "H", "H", "C", "O", "C", "H", "H", "H", "H", "H", "H"], "xyz": [[1.151716, 2.390278, -0.463338], [0.511432, 1.479231, -1.488253], [0.760695, 2.102437, 0.498993], [2.227055, 2.333202, -0.557262], [0.791460, 3.396344, -0.648428], [-0.104143, 1.984056, -2.124780], [-0.117940, 0.783016, -0.998569], [1.084830, 0.955595, -2.148035], [-0.804956, -1.101551, 1.109485], [-0.767955, -0.579896, -0.246318], [-0.408256, -2.573809, 1.147620], [-0.080096, -0.519142, 1.651233], [-1.815564, -0.995522, 1.521703], [-1.584286, -0.879020, -0.663230], [-0.967323, -3.091319, 1.922452], [-0.537734, -3.037468, 0.163246], [0.661065, -2.646432, 1.323480]], "atomic_forces_ev_per_a": [[-0.36, 0.03, -0.73], [-1.20, -0.11, -0.31], [0.29, -0.27, 0.31], [0.07, -0.01, 0.23], [0.22, 0.10, -0.14], [-0.08, 0.38, 0.20], [0.44, -0.20, -0.02], [0.69, -0.02, 0.54], [-0.22, -0.69, -0.19], [-0.40, 0.16, -0.02], [0.45, 0.33, -0.45], [-0.03, 0.37, 0.38], [0.28, 0.39, -0.09], [0.09, -0.03, -0.17], [0.11, -0.20, -0.08], [-0.44, -0.03, 0.26], [0.08, -0.19, 0.29]], "charge": 1, "e_above_lowest_kj_mol": 91.3, "homo_lumo_gap_ev": 11.39, "lumo_energy_ev": -3.4, "largest_force_ev_per_a": 1.24, "e_tot_ha": -251.235557}

{"formula": "C3H12NO", "method": "the ωB97M-V functional and the def2-TZVPD basis", "elements": ["C", "O", "C", "N", "H", "H", "H", "H", "H", "H", "H", "H", "C", "H", "H", "H", "H"], "xyz": [[0.713909, 2.213792, 0.176178], [1.147732, 2.741183, 1.424175], [0.404353, 0.766307, 0.473693], [0.100473, 0.006081, -0.808179], [1.511382, 2.289012, -0.567464], [-0.157715, 2.796209, -0.125569], [0.764669, 3.616567, 1.509065], [1.315256, 0.324674, 0.879659], [-0.410649, 0.564246, 1.161163], [0.683348, 0.305651, -1.594301], [-0.893998, 0.090214, -1.008565], [0.261319, -0.996928, -0.672635], [-1.104623, -2.932724, -0.174675], [-2.037872, -2.493986, 0.165689], [-0.278167, -2.615987, 0.471143], [-0.866992, -2.659824, -1.204141], [-1.152426, -4.014486, -0.105236]], "atomic_forces_ev_per_a": [[-0.33, 0.68, 1.07], [0.03, -0.25, -0.41], [0.71, -0.58, -0.42], [0.02, -0.24, 0.54], [-0.03, 0.00, -0.15], [-0.09, -0.30, -0.50], [0.13, 0.18, 0.24], [-0.09, -0.04, 0.08], [-0.09, 0.31, 0.01], [-0.25, 0.14, 0.02], [0.00, 0.16, -0.49], [-0.03, 0.01, 0.02], [0.51, 0.09, 0.11], [-0.04, 0.04, -0.08], [-0.12, -0.04, 0.13], [-0.26, -0.12, -0.11], [-0.08, -0.03, -0.06]], "charge": 1, "e_above_lowest_kj_mol": 130.0, "homo_lumo_gap_ev": 11.24, "lumo_energy_ev": -3.7, "largest_force_ev_per_a": 1.31, "e_tot_ha": -251.220834}

{"formula": "C3H12NO2", "method": "the ωB97M-V functional and the def2-TZVPD basis", "elements": ["C", "C", "C", "N", "H", "H", "H", "H", "H", "H", "H", "H", "H", "H", "O", "H", "H", "O"], "xyz": [[1.533821, 0.677012, -2.148097], [0.736328, 0.706742, -0.896033], [-0.076437, -0.276581, -0.558279], [-0.817554, -0.231201, 0.723062], [0.965090, 0.369903, -3.016553], [1.970254, 1.635420, -2.404830], [2.359564, -0.037848, -2.075855], [0.770458, 1.590841, -0.257557], [-0.162474, -1.210963, -1.087006], [-1.402939, -1.081105, 0.864503], [-0.152715, -0.208114, 1.487298], [-1.375194, 0.618117, 0.671717], [0.485448, 1.765408, 2.537133], [-0.218602, 3.123430, 2.624504], [0.010773, 2.418177, 2.000434], [-1.714375, -3.199963, -0.274606], [-1.408856, -3.719484, 1.184357], [-1.502585, -2.939783, 0.625813]], "atomic_forces_ev_per_a": [[0.67, -0.11, -0.45], [-0.55, 0.23, 0.07], [0.54, -0.47, 0.02], [-0.19, -0.21, -0.65], [-0.36, -0.13, -0.05], [0.00, 0.18, 0.20], [-0.03, 0.10, 0.15], [0.14, -0.10, -0.06], [-0.14, -0.04, -0.07], [0.23, 0.17, -0.25], [-0.12, 0.27, 0.28], [-0.14, 0.13, 0.76], [0.01, 0.50, 0.03], [0.05, -0.14, -0.22], [-0.03, -0.42, 0.25], [-0.07, -0.47, 0.11], [-0.12, -0.07, -0.28], [0.10, 0.60, 0.14]], "charge": 1, "e_above_lowest_kj_mol": 90.1, "homo_lumo_gap_ev": 11.05, "lumo_energy_ev": -3.2, "largest_force_ev_per_a": 0.82, "e_tot_ha": -326.478771}